Entry 1:
Entry from OMol25: a molecular structure, C14H29As2F12MnN3O2 at a distorted geometry (ωB97M-V with the def2-TZVPD basis set).

```
63
C14H29As2F12MnN3O2 | OMol25 | ωB97M-V with the def2-TZVPD basis set
Mn 1.040 0.827 0.143
As 2.652 2.855 -2.669
F 1.988 1.844 -1.318
F 1.747 1.798 -3.788
F 3.362 3.884 -3.980
F 3.548 3.789 -1.442
F 4.022 1.709 -2.727
F 1.248 3.948 -2.487
As 1.391 -2.661 1.632
F 2.711 -2.914 0.424
F 1.592 -4.298 2.301
F 0.084 -2.296 2.790
F 1.099 -1.042 0.922
F 0.169 -3.249 0.451
F 2.617 -1.913 2.772
C -2.479 -3.117 -2.021
C -1.427 -3.040 -3.186
C 0.042 -2.818 -2.778
C 0.251 -1.530 -2.146
N 0.476 -0.477 -1.672
H -2.196 -3.936 -1.359
H -3.460 -3.403 -2.401
H -2.542 -2.144 -1.532
H -1.733 -2.168 -3.763
H -1.503 -3.932 -3.808
H 0.725 -2.757 -3.625
H 0.405 -3.623 -2.139
C -5.207 -0.987 0.835
C -4.364 -1.607 2.009
C -2.923 -2.040 1.600
C -2.074 -0.946 1.179
N -1.412 -0.113 0.804
H -4.871 0.024 0.607
H -6.240 -0.787 1.121
H -5.177 -1.589 -0.073
H -4.856 -2.539 2.288
H -4.265 -0.970 2.888
H -3.041 -2.748 0.780
H -2.454 -2.625 2.391
C 4.142 0.477 -0.044
O 2.971 0.645 0.793
C 3.251 1.485 1.916
C 1.996 1.536 2.871
N 0.761 1.674 2.050
C 0.535 3.106 1.706
C -0.618 3.069 0.730
O -0.402 2.269 -0.431
C -1.361 2.459 -1.535
H 4.874 -0.137 0.480
H 4.724 1.370 -0.270
H 3.816 0.013 -0.975
H 3.351 2.486 1.496
H 4.152 1.128 2.414
H 2.200 2.342 3.576
H 1.926 0.620 3.457
H 0.015 1.504 2.708
H 1.388 3.575 1.215
H 0.336 3.579 2.667
H -0.628 4.126 0.462
H -1.561 2.763 1.182
H -2.315 2.067 -1.183
H -1.176 1.927 -2.469
H -1.321 3.504 -1.843
```

## Properties
E_HOMO (alpha / beta): -9.48 / -11.10 eV
ΔE to the lowest compared entry with this formula, charge and spin: 57.5 kcal per mole
Spin multiplicity: 6
Lowest unoccupied orbital energy (alpha / beta): 0.0 / 0.0 eV
Calculated total energy: -7686.77826 Eh

---

Entry 2:
Entry from OMol25: a molecular structure, C22H14BrF6MoN5O6S2 (ωB97M-V with the def2-TZVPD basis set).

```
57
C22H14BrF6MoN5O6S2 | OMol25 | ωB97M-V with the def2-TZVPD basis set
Mo 1.362 -1.521 0.004
F 6.896 -1.324 -1.788
C 5.634 -1.008 -1.986
F 5.131 -1.771 -2.940
F 5.528 0.256 -2.337
S 4.685 -1.264 -0.417
O 3.294 -1.050 -0.861
O 5.210 -0.374 0.544
N 4.950 -2.775 -0.092
S 3.875 -3.880 0.034
O 2.547 -3.342 0.381
O 4.311 -4.960 0.833
C 3.558 -4.556 -1.665
F 2.780 -3.705 -2.346
F 2.908 -5.716 -1.554
F 4.685 -4.745 -2.320
Br -6.441 9.229 0.299
C -5.303 7.728 0.228
C -5.631 6.666 -0.596
C -4.796 5.561 -0.644
C -3.644 5.539 0.128
C -3.315 6.610 0.957
C -4.150 7.708 1.005
N -2.857 4.357 0.008
N -1.798 4.406 0.646
C -0.973 3.256 0.609
C 0.285 3.485 1.112
C 1.286 2.503 1.169
C 0.976 1.244 0.735
O 1.819 0.227 0.736
C -0.285 0.979 0.201
N -0.425 -0.292 -0.234
C -1.586 -0.679 -0.730
C -2.665 0.193 -0.817
C -2.535 1.494 -0.397
C -1.305 1.949 0.126
H -6.531 6.700 -1.194
H -5.029 4.719 -1.282
H -2.414 6.568 1.553
H -3.913 8.548 1.644
H 0.501 4.482 1.470
H 2.269 2.722 1.561
H -1.664 -1.711 -1.054
H -3.597 -0.175 -1.219
H -3.367 2.173 -0.470
O -0.110 -2.934 -0.130
N -0.065 -4.170 0.419
C -0.012 -5.212 -0.417
C 0.033 -6.489 0.087
C 0.026 -6.683 1.458
C -0.036 -5.584 2.297
C -0.084 -4.323 1.751
H 0.004 -4.958 -1.466
H 0.083 -7.320 -0.601
H 0.071 -7.682 1.870
H -0.044 -5.690 3.372
H -0.133 -3.407 2.318
```

## Properties
E_HOMO (alpha / beta): -10.26 / -10.40 eV
ΔE to the lowest compared entry with this formula, charge and spin: 3.3 kcal per mole
Spin multiplicity: 4
Lowest unoccupied orbital energy (alpha / beta): -3.8 / -3.9 eV
Calculated total energy: -5609.47822 Eh
Total charge: +1

---

Entry 3:
Entry from OMol25: 5 unconnected molecules or ions with the total composition C28H62FO6PS4 at a distorted geometry (ωB97M-V with the def2-TZVPD basis set).

```
102
C28H62FO6PS4 | OMol25 | ωB97M-V with the def2-TZVPD basis set
C 1.350 -3.030 -0.588
C 0.924 -1.593 -0.901
C 1.760 -1.009 -2.040
C 1.500 0.474 -2.388
C 1.154 1.384 -1.200
C -0.364 1.507 -0.970
C -0.686 2.091 0.429
C -0.724 3.635 0.359
C 0.637 4.333 0.470
F 1.522 3.579 1.250
C 0.632 5.761 0.971
C 2.058 6.341 1.011
C -1.834 4.027 1.314
O -2.033 5.055 1.928
O -2.721 2.996 1.346
C -2.051 1.741 1.048
C -2.047 0.980 2.390
C -1.431 1.658 3.616
C 0.096 1.829 3.557
C -1.768 0.793 4.839
P -3.254 0.931 -0.168
C -2.743 -0.846 -0.191
C -4.856 0.942 0.746
C -5.132 -0.216 1.733
H 0.590 -3.525 0.018
H 1.502 -3.608 -1.497
H 2.273 -3.051 -0.009
H -0.112 -1.636 -1.234
H 1.002 -1.008 0.013
H 2.812 -1.214 -1.833
H 1.512 -1.594 -2.926
H 2.407 0.867 -2.845
H 0.738 0.505 -3.167
H 1.561 2.370 -1.415
H 1.644 0.995 -0.310
H -0.746 2.141 -1.769
H -0.803 0.526 -1.126
H 0.136 1.734 1.037
H -1.114 3.905 -0.623
H 1.067 4.343 -0.537
H 0.006 6.349 0.303
H 0.223 5.783 1.975
H 2.449 6.203 2.017
H 2.732 5.873 0.300
H 2.021 7.415 0.840
H -1.622 -0.021 2.287
H -3.100 0.829 2.629
H -1.888 2.636 3.766
H 0.380 2.767 3.084
H 0.535 1.817 4.551
H 0.538 1.038 2.952
H -1.281 -0.177 4.720
H -1.366 1.238 5.748
H -2.841 0.656 4.957
H -1.886 -1.026 0.454
H -2.471 -1.075 -1.218
H -3.557 -1.498 0.118
H -5.603 0.920 -0.044
H -4.958 1.900 1.249
H -4.256 -0.828 1.928
H -5.436 0.191 2.698
H -5.906 -0.886 1.379
C -5.995 -5.650 0.487
S -4.683 -4.440 0.321
O -5.324 -3.094 0.321
C -4.287 -4.827 -1.384
H -6.416 -5.549 1.485
H -6.764 -5.456 -0.261
H -5.570 -6.646 0.360
H -5.172 -4.683 -2.004
H -3.937 -5.858 -1.434
H -3.498 -4.148 -1.704
C 5.658 -0.319 -3.070
S 4.659 -0.132 -4.553
O 4.081 -1.464 -4.862
C 6.038 0.118 -5.678
H 4.985 -0.528 -2.242
H 6.353 -1.148 -3.200
H 6.197 0.609 -2.878
H 6.706 -0.742 -5.633
H 6.567 1.031 -5.406
H 5.631 0.216 -6.682
C -3.492 -10.358 -1.082
S -2.530 -8.895 -0.687
O -3.496 -7.853 -0.242
C -2.083 -8.495 -2.380
H -3.907 -10.743 -0.153
H -4.299 -10.092 -1.765
H -2.841 -11.108 -1.531
H -2.987 -8.358 -2.974
H -1.472 -9.298 -2.792
H -1.508 -7.572 -2.363
C 7.064 4.841 1.220
S 5.649 5.947 1.322
O 5.578 6.679 0.032
C 6.379 7.068 2.523
H 6.834 4.079 0.479
H 7.946 5.403 0.912
H 7.227 4.372 2.190
H 7.308 7.476 2.125
H 6.563 6.531 3.454
H 5.669 7.872 2.698
```

## Properties
E_HOMO: -7.68 eV
Lowest unoccupied orbital energy: 0.4 eV
Calculated total energy: -3589.34892 Eh

---

Entry 4:
Entry from OMol25: CH2N4O in the gas phase at a distorted geometry (ωB97M-V with the def2-TZVPD basis set).

```
8
CH2N4O | OMol25 | ωB97M-V with the def2-TZVPD basis set
C -0.353 1.135 0.039
H 2.172 -0.731 0.075
H -0.231 2.123 -0.068
N 0.579 0.141 0.155
N -1.563 0.502 -0.067
N -1.155 -0.956 0.003
N 0.010 -0.992 -0.018
O 1.885 0.116 -0.095
```

## Properties
E_HOMO: -10.45 eV
ΔE to the lowest compared entry with this formula, charge and spin: 86.0 kcal per mole
Lowest unoccupied orbital energy: 0.7 eV
Calculated total energy: -333.41075 Eh

---

Entry 5:
Entry from OMol25: C4H8FNO in the gas phase at a distorted geometry (ωB97M-V with the def2-TZVPD basis set).

```
15
C4H8FNO | OMol25 | ωB97M-V with the def2-TZVPD basis set
C -0.996 -1.158 1.449
C -0.541 0.247 0.980
C 0.197 0.180 -0.330
C 0.728 1.461 -0.912
H -1.580 -0.984 2.420
H -1.633 -1.689 0.686
H -0.164 -1.885 1.632
H 0.088 0.653 1.783
H -1.390 0.978 0.842
H 1.825 1.502 -1.065
H 0.304 1.518 -1.954
H 1.261 -1.662 -2.400
N 0.395 -0.953 -0.903
O 1.147 -0.754 -2.086
F 0.360 2.544 -0.142
```

## Properties
E_HOMO: -9.79 eV
ΔE to the lowest compared entry with this formula, charge and spin: 36.0 kcal per mole
Lowest unoccupied orbital energy: 0.9 eV
Calculated total energy: -387.00493 Eh

---

Entry 6:
Entry from OMol25: C4H8O2S in the gas phase at a distorted geometry (ωB97M-V with the def2-TZVPD basis set).

```
15
C4H8O2S | OMol25 | ωB97M-V with the def2-TZVPD basis set
C -0.940 -1.253 1.025
C -1.090 0.170 0.300
C 1.029 1.479 -0.645
C 0.624 0.145 -1.252
H 0.696 -0.882 1.920
H -1.460 -1.302 1.982
H -1.340 -1.977 0.270
H -2.055 0.635 0.326
H 2.061 1.506 -0.564
H 0.615 2.167 -1.300
H 1.182 -0.704 -0.752
H 0.886 0.111 -2.363
O 0.406 -1.558 1.283
O -0.762 0.008 -1.132
S 0.147 1.454 0.901
```

## Properties
E_HOMO: -9.04 eV
ΔE to the lowest compared entry with this formula, charge and spin: 37.3 kcal per mole
Lowest unoccupied orbital energy: 0.8 eV
Calculated total energy: -705.83622 Eh

---

Entry 7:
Entry from OMol25: a molecular structure, C38H38Cl5N3S2Sb2Sn (ωB97M-V with the def2-TZVPD basis set).

```
89
C38H38Cl5N3S2Sb2Sn | OMol25 | ωB97M-V with the def2-TZVPD basis set
Sn 0.015 0.125 -0.043
Cl -3.623 1.357 0.227
C -3.120 0.032 1.246
C -1.803 -0.411 1.225
C -1.515 -1.519 2.022
Cl 0.133 -2.111 2.034
C -2.464 -2.175 2.797
Cl -2.038 -3.546 3.728
C -3.771 -1.703 2.788
Cl -4.971 -2.503 3.698
C -4.102 -0.592 2.018
Cl -5.720 -0.039 1.980
C -3.177 1.104 -3.282
Sb -1.251 0.249 -2.943
C -1.115 -0.885 -4.739
C -0.015 1.948 -3.572
C -0.880 2.992 -4.218
C -1.071 2.901 -5.601
C -1.889 3.776 -6.291
C -2.539 4.784 -5.593
C -2.354 4.887 -4.226
C -1.533 4.003 -3.510
C -1.433 4.309 -2.013
Sb -0.553 3.132 -0.430
C -1.281 4.364 1.145
C 1.393 4.010 -0.557
H -3.150 1.570 -4.269
H -3.406 1.847 -2.524
H -3.928 0.311 -3.259
H -1.349 -0.225 -5.577
H -1.836 -1.709 -4.709
H -0.106 -1.291 -4.847
H 0.673 1.493 -4.286
H 0.559 2.292 -2.709
H -0.541 2.121 -6.147
H -2.014 3.681 -7.365
H -3.178 5.491 -6.111
H -2.858 5.686 -3.684
H -2.434 4.525 -1.632
H -0.855 5.228 -1.874
H -1.275 5.398 0.789
H -0.619 4.277 2.013
H -2.295 4.074 1.426
H 1.291 5.099 -0.513
H 1.878 3.732 -1.498
H 2.018 3.675 0.277
C 3.361 -0.055 -2.999
C 3.705 0.349 -1.596
N 2.841 0.665 -0.664
C 3.461 0.982 0.531
C 4.813 0.907 0.501
S 5.330 0.442 -1.053
C 2.652 1.369 1.703
C 3.174 1.927 2.820
S 1.954 2.251 3.958
C 0.764 1.622 2.920
N 1.257 1.187 1.765
C -0.670 1.601 3.355
H 2.300 -0.264 -3.060
H 3.907 -0.952 -3.295
H 3.614 0.738 -3.707
H 5.529 1.094 1.297
H 4.209 2.185 3.019
H -0.845 2.343 4.137
H -0.933 0.621 3.761
H -1.333 1.809 2.518
C -3.962 -4.074 0.325
C -4.079 -2.805 -0.245
C -2.985 -2.210 -0.827
C -1.725 -2.867 -0.852
C -1.637 -4.172 -0.280
C -2.741 -4.753 0.304
N -0.619 -2.166 -1.273
C 0.479 -2.877 -1.758
C 1.770 -2.612 -1.279
C 2.867 -3.268 -1.818
C 2.700 -4.174 -2.857
C 1.422 -4.440 -3.346
C 0.318 -3.820 -2.791
H -4.830 -4.536 0.782
H -5.040 -2.298 -0.252
H -3.086 -1.249 -1.322
H -0.674 -4.664 -0.230
H -2.653 -5.729 0.767
H 1.893 -1.949 -0.432
H 3.855 -3.087 -1.409
H 3.558 -4.686 -3.276
H 1.286 -5.141 -4.163
H -0.676 -4.010 -3.184
```

## Properties
E_HOMO (alpha / beta): -12.65 / -12.65 eV
Lowest unoccupied orbital energy (alpha / beta): -7.9 / -7.9 eV
Calculated total energy: -5426.65700 Eh
Total charge: +2

---

Entry 8:
Entry from OMol25: a molecular structure, C31H31AsN3O3RuS at a distorted geometry (ωB97M-V with the def2-TZVPD basis set).

```
71
C31H31AsN3O3RuS | OMol25 | ωB97M-V with the def2-TZVPD basis set
Ru 0.607 1.164 0.110
C 1.870 -10.796 0.556
O 0.455 -10.473 0.573
C 0.025 -9.292 0.875
C -1.389 -9.135 0.863
C -1.929 -7.944 1.206
C -1.080 -6.838 1.528
C 0.339 -7.003 1.550
C 0.883 -8.202 1.231
N -1.705 -5.715 1.872
N -1.220 -4.660 2.245
C -0.719 -3.497 2.126
C -0.237 -2.824 3.334
C 0.310 -1.602 3.297
C 0.373 -0.880 2.042
O 0.872 0.253 1.941
C -0.228 -1.471 0.845
N -0.242 -0.664 -0.238
C -0.746 -1.143 -1.374
C -1.279 -2.426 -1.458
C -1.291 -3.243 -0.345
C -0.740 -2.760 0.840
H 1.915 -11.819 0.205
H 2.270 -10.725 1.565
H 2.392 -10.137 -0.135
H -1.994 -9.992 0.602
H -3.000 -7.795 1.243
H 0.976 -6.184 1.859
H 1.952 -8.348 1.274
H -0.327 -3.374 4.263
H 0.691 -1.113 4.184
H -0.741 -0.475 -2.224
H -1.696 -2.761 -2.398
H -1.724 -4.234 -0.399
C 3.767 1.351 -2.019
As 2.866 1.126 -0.329
C 4.177 0.529 0.954
C 2.387 2.934 0.207
H 4.536 2.106 -1.858
H 3.055 1.694 -2.766
H 4.230 0.423 -2.345
H 5.036 1.196 0.906
H 4.498 -0.486 0.731
H 3.729 0.568 1.945
H 3.094 3.401 0.890
H 1.460 2.896 0.850
H 2.188 3.582 -0.643
O -0.545 2.264 -1.148
S -1.397 2.272 -2.443
C -3.015 2.713 -1.877
C -3.202 3.501 -0.750
C -4.493 3.870 -0.412
C -5.566 3.462 -1.198
C -5.360 2.671 -2.318
C -4.074 2.282 -2.665
C -0.868 3.712 -3.318
C -0.550 4.891 -2.653
C -0.184 5.992 -3.405
C -0.151 5.910 -4.796
C -0.475 4.728 -5.443
C -0.831 3.609 -4.702
H -2.360 3.817 -0.148
H -4.666 4.488 0.459
H -6.570 3.763 -0.930
H -6.199 2.352 -2.922
H -3.902 1.660 -3.535
H -0.600 4.947 -1.573
H 0.062 6.924 -2.915
H 0.130 6.778 -5.376
H -0.448 4.672 -6.523
H -1.076 2.676 -5.195
```

## Properties
E_HOMO: -15.69 eV
ΔE to the lowest compared entry with this formula, charge and spin: 28.0 kcal per mole
Lowest unoccupied orbital energy: -9.7 eV
Calculated total energy: -4317.70348 Eh
Total charge: +3

---

> calculated total energy of number 4 (CH2N4O)?

-333.41075 Eh